# 1
C5H6O2 in the gas phase. Source: the OMol25 dataset; level of theory: ωB97M-V with the def2-TZVPD basis set.

Positions of all 13 atoms, in Å:
O1 -2.35682 1.15087 -1.19289
C1 -1.26907 1.86361 -0.64228
C2 -0.32451 0.98895 0.06910
C3 0.39853 0.21718 0.64879
C4 1.27702 -0.80627 1.21215
C5 1.41473 -1.98825 0.25632
O2 1.69016 -3.10074 0.62394
H1 -2.74480 0.62212 -0.48421
H2 -1.60864 2.66278 0.03194
H3 -0.76425 2.34419 -1.48494
H4 0.92471 -1.18290 2.17840
H5 2.28489 -0.39890 1.37612
H6 1.25118 -1.74532 -0.81433

Calculated values
- energy above the lowest of the compared OMol25 structures with the same formula, charge and spin (kJ/mol) = 229.8
- lowest unoccupied orbital energy (eV) = 0.72
- Kohn-Sham gap (Eh) = 0.3923
- SMILES = O=CCC#CCO

---

# 2
A molecular structure, C5H7N. Source: the OMol25 dataset; level of theory: ωB97M-V with the def2-TZVPD basis set.

Positions of all 13 atoms, in Å:
C1 2.45220 -0.43457 -0.07375
C2 1.15512 -0.02713 -0.09892
C3 -0.13400 -0.16308 -0.10208
C4 -1.01085 1.54615 0.25386
C5 -1.00492 -1.29646 -0.13616
N1 2.39316 0.82830 0.03358
H1 3.25837 -1.09776 -0.19532
H2 -1.06507 1.61787 1.38528
H3 -0.42812 2.34616 -0.18601
H4 -1.98433 1.37937 -0.29457
H5 -2.06463 -1.03332 0.07894
H6 -1.00462 -1.70547 -1.18378
H7 -0.56231 -1.96006 0.51893

Calculated values
- energy above the lowest of the compared OMol25 structures with the same formula, charge and spin (kJ/mol) = 474.5
- lowest unoccupied orbital energy (eV) = 1.01
- Kohn-Sham gap (Eh) = 0.3508

---

# 3
9 unconnected molecules or ions with the total composition C31H86N7O9. Source: the OMol25 dataset; level of theory: ωB97M-V with the def2-TZVPD basis set.

Positions of all 133 atoms, in Å:
C1 -0.54052 -0.21565 0.37476
O1 -1.81597 -0.41138 -0.03052
H1 -0.43164 -0.18032 1.48804
H2 0.15443 -1.07287 0.12303
H3 -0.05312 0.71651 -0.00672
C2 2.65261 -1.96186 -1.51936
C3 3.06255 -2.55615 -2.87794
C4 3.94896 -3.75596 -2.63849
O2 4.52663 -4.22805 -3.82311
C5 5.54431 -5.16586 -3.62029
N1 1.90257 -2.87254 -3.71674
H4 1.98235 -1.11451 -1.67190
H5 3.53424 -1.58031 -1.00298
H6 2.12948 -2.71929 -0.94056
H7 3.66497 -1.80059 -3.40893
H8 3.31470 -4.50272 -2.12788
H9 4.69611 -3.49513 -1.87610
H10 6.38499 -4.83872 -2.99692
H11 5.93168 -5.44366 -4.59761
H12 5.16308 -6.06179 -3.11426
H13 2.22680 -3.55586 -4.39406
H14 1.60587 -2.01850 -4.18959
C6 -3.62181 -5.09329 2.32706
C7 -3.20574 -3.69274 2.78898
C8 -1.77356 -3.70742 3.33929
O3 -1.33718 -2.37176 3.55261
C9 0.07722 -2.31196 3.52095
N2 -3.28517 -2.80092 1.60541
H15 -4.64316 -5.06149 1.94697
H16 -3.57658 -5.75798 3.19823
H17 -3.00932 -5.50903 1.52962
H18 -3.90896 -3.25564 3.50691
H19 -1.14434 -4.20793 2.59287
H20 -1.62577 -4.26204 4.27754
H21 0.40420 -2.57467 2.50884
H22 0.51113 -2.96463 4.28152
H23 0.41405 -1.28330 3.64415
H24 -2.51426 -2.13999 1.71844
H25 -2.93831 -3.34665 0.81941
C10 -2.71370 3.02565 -1.14653
C11 -2.76550 3.09573 0.36515
C12 -2.53713 4.50511 0.96354
O4 -2.44418 4.37987 2.37825
C13 -2.37348 5.59931 3.09850
N3 -4.03275 2.47455 0.81520
H26 -2.70709 1.98473 -1.47508
H27 -1.80715 3.50557 -1.52858
H28 -3.57477 3.46273 -1.66444
H29 -1.94722 2.46677 0.73370
H30 -3.38405 5.16201 0.73190
H31 -1.56089 4.85206 0.60464
H32 -1.58108 6.22198 2.66798
H33 -2.19045 5.29422 4.12488
H34 -3.33179 6.12253 2.98654
H35 -4.68884 3.10817 0.33809
H36 -4.14895 2.80578 1.76921
C14 -4.13405 2.09988 4.12314
C15 -4.28320 0.60723 4.38482
C16 -5.74442 0.15444 4.49661
O5 -6.34627 0.31296 3.23332
C17 -7.73850 0.16400 3.30395
N4 -3.50614 -0.13460 3.36436
H37 -4.81284 2.46353 3.35564
H38 -3.15307 2.40376 3.75296
H39 -4.27556 2.63815 5.06572
H40 -3.75700 0.36148 5.32294
H41 -6.30880 0.69312 5.26801
H42 -5.71236 -0.92229 4.72519
H43 -8.18531 0.28418 2.32294
H44 -8.14948 0.93762 3.97568
H45 -8.05420 -0.76290 3.80058
H46 -3.25751 -1.02871 3.79134
H47 -2.58427 0.29608 3.46116
C18 4.68576 4.75573 0.75045
C19 4.62268 4.50422 -0.75121
C20 3.22400 4.73909 -1.30666
O6 2.25991 4.11602 -0.49149
C21 0.99566 4.01481 -1.11692
N5 5.54599 5.39426 -1.49061
H48 4.11491 4.04296 1.34489
H49 4.25008 5.74575 0.94411
H50 5.68849 4.82877 1.17902
H51 4.93753 3.47175 -0.91888
H52 3.21967 4.34325 -2.32734
H53 3.03602 5.81849 -1.36507
H54 0.46552 4.97326 -1.14441
H55 0.36601 3.41679 -0.45182
H56 1.05053 3.51530 -2.08310
H57 6.42622 5.31413 -0.98723
H58 5.25902 6.35817 -1.33289
C22 3.41237 -0.05920 2.38359
C23 3.46533 1.16873 1.47659
C24 4.00304 0.68013 0.12700
O7 5.34676 0.26099 0.25636
C25 5.94029 -0.17916 -0.92364
N6 2.11913 1.70028 1.34826
H59 4.41099 -0.49990 2.45120
H60 2.77935 -0.86180 1.98898
H61 3.06175 0.14482 3.39645
H62 4.17911 1.80928 1.99873
H63 3.94954 1.46120 -0.65073
H64 3.39404 -0.13863 -0.28331
H65 6.92964 -0.59260 -0.72727
H66 6.07649 0.63486 -1.64924
H67 5.34598 -0.97047 -1.39895
H68 1.54656 0.97192 0.91628
H69 2.10330 2.42576 0.62707
C26 -0.23512 1.15993 -3.11531
C27 -1.24246 0.22342 -3.78843
C28 -0.77613 -0.21726 -5.15168
O8 0.55906 -0.71392 -5.10144
C29 1.12887 -0.84904 -6.39451
N7 -1.62705 -0.88840 -2.93387
H70 0.66792 0.64990 -2.76456
H71 -0.67135 1.52331 -2.17928
H72 0.07281 2.04997 -3.67551
H73 -2.14910 0.82541 -3.92644
H74 -0.86979 0.58429 -5.89582
H75 -1.39188 -1.03683 -5.54446
H76 0.45758 -1.27407 -7.14352
H77 2.04372 -1.43508 -6.34399
H78 1.39267 0.17539 -6.68015
H79 -1.73667 -0.63702 -1.93664
H80 -0.81675 -1.51364 -2.92684
C30 -1.37357 -6.02406 -0.90930
C31 -0.76540 -4.64971 -1.20410
O9 -1.28187 -3.74226 -0.24011
H81 -2.45687 -5.91461 -0.81683
H82 -0.97931 -6.30053 0.07142
H83 -1.21496 -6.82707 -1.62581
H84 -1.04153 -4.28540 -2.19576
H85 0.31664 -4.76103 -1.10230
H86 -0.83661 -2.88870 -0.36493

Calculated values
- energy above the lowest of the compared OMol25 structures with the same formula, charge and spin (kJ/mol) = 0.0
- lowest unoccupied orbital energy (eV) = 2.34
- net charge = -1
- Kohn-Sham gap (Eh) = 0.2075

---

- Among the records above, which one has the lowest Kohn-Sham gap?
  C31H86N7O9

---

- energy above the lowest of the compared OMol25 structures with the same formula, charge and spin of number 1 (C5H6O2)?
  229.8 kJ/mol

---

- Number 2 is which compound?
  C5H7N